# C11H11NO4

A single C11H11NO4 molecule (ωB97M-V/def2-TZVPD, the Open Molecules 2025 dataset).

Cartesian coordinates (Å):
1 C -4.09 -2.60 -0.39
2 O -2.71 -3.01 -0.39
3 C -1.69 -2.12 -0.33
4 O -1.82 -0.86 -0.38
5 O -0.57 -2.74 -0.19
6 N 0.55 -1.85 0.10
7 C 1.03 -1.68 1.24
8 C 0.42 -2.30 2.42
9 C 2.22 -0.80 1.53
10 O 3.11 -1.13 2.30
11 C 2.35 0.64 1.12
12 C 1.58 1.17 0.00
13 C 1.71 2.47 -0.26
14 C 2.69 3.33 0.32
15 C 3.48 2.82 1.39
16 C 3.44 1.46 1.65
17 H -4.43 -2.18 0.49
18 H -4.84 -3.40 -0.72
19 H -4.20 -1.78 -1.13
20 H 0.97 -3.15 2.60
21 H -0.63 -2.42 2.30
22 H 0.47 -1.66 3.30
23 H 0.85 0.65 -0.56
24 H 0.94 2.94 -0.90
25 H 2.61 4.40 0.10
26 H 4.09 3.63 1.84
27 H 4.19 1.08 2.39

Results
SMILES = COC(=O)O/N=C(\C)C(=O)c1ccccc1
HOMO level = -9.295 eV
relative energy (zero: lowest compared OMol25 entry of this formula, charge and spin) = 75.2 kcal per mole
Kohn-Sham gap = 8.699 eV

These are the natural (NBO) partial charges, in e, on atoms 1 to 4: C -0.25; O -0.51; C 0.97; O -0.66

=====

# C20H21N4ORuS5Sb

A molecular structure, C20H21N4ORuS5Sb (ωB97M-V/def2-TZVPD, the Open Molecules 2025 dataset).

Cartesian coordinates (Å):
1 Ru 0.11 -0.33 -0.59
2 C -2.58 -2.56 -3.19
3 C -2.27 -3.86 -2.82
4 C -1.32 -4.11 -1.84
5 C -0.65 -3.06 -1.22
6 C -0.96 -1.73 -1.58
7 C -1.92 -1.50 -2.57
8 C 0.37 -3.20 -0.20
9 C 0.80 -4.42 0.30
10 C 1.79 -4.49 1.26
11 C 2.36 -3.28 1.75
12 C 3.37 -3.28 2.73
13 C 3.91 -2.11 3.22
14 C 3.44 -0.90 2.73
15 C 2.45 -0.86 1.76
16 C 1.90 -2.03 1.24
17 N 0.91 -2.00 0.26
18 H -3.31 -2.37 -3.96
19 H -2.78 -4.69 -3.29
20 H -1.10 -5.14 -1.58
21 H -2.14 -0.48 -2.86
22 H 0.35 -5.33 -0.08
23 H 2.13 -5.44 1.65
24 H 3.71 -4.24 3.10
25 H 4.68 -2.13 3.98
26 H 3.83 0.04 3.11
27 H 2.08 0.10 1.44
28 S 2.00 3.61 1.84
29 Sb 3.45 2.94 0.18
30 S 2.30 0.67 -1.12
31 S 2.19 1.69 -2.89
32 S 2.73 4.09 -1.76
33 C -1.19 3.19 -2.85
34 C -0.70 2.39 -1.68
35 N -0.07 3.04 -0.72
36 O -0.96 1.17 -1.63
37 H -1.53 4.18 -2.55
38 H -1.99 2.65 -3.35
39 H -0.35 3.30 -3.53
40 H 0.43 3.90 -0.95
41 H 0.43 2.51 0.00
42 S -0.53 0.36 1.82
43 C -1.48 1.75 1.68
44 N -1.22 2.90 2.31
45 C -2.06 3.97 1.77
46 C -3.22 3.18 1.14
47 N -2.60 1.88 0.94
48 H -0.23 3.09 2.51
49 H -1.50 4.52 1.01
50 H -2.40 4.65 2.55
51 H -3.56 3.61 0.20
52 H -4.07 3.10 1.82
53 H -3.03 1.07 0.53

Results
spin multiplicity = 6
net charge = -1
⟨S²⟩ = 8.8058
HOMO level (alpha / beta) = -2.369 / -4.500 eV
relative energy (zero: lowest compared OMol25 entry of this formula, charge and spin) = 3.2 kcal per mole
Kohn-Sham gap (alpha / beta) = 4.580 / 6.007 eV

These are the Löwdin partial charges, in e, on atoms 1 to 4: Ru 1.00; C -0.12; C -0.11; C -0.05

=====

# C2H5N3O

2 unconnected molecules or ions with the total composition C2H5N3O (ωB97M-V/def2-TZVPD, the Open Molecules 2025 dataset).

Cartesian coordinates (Å):
1 N -2.24 -1.50 -0.04
2 C -1.69 -0.50 0.13
3 N -1.34 0.75 0.28
4 C -0.43 1.61 0.08
5 O 0.84 1.50 -0.14
6 H -0.64 2.67 -0.02
7 H 1.13 0.55 -0.19
8 N 1.12 -1.03 -0.04
9 H 1.85 -1.25 0.54
10 H 1.22 -1.55 -0.85
11 H 0.17 -1.26 0.25

Results
SMILES = N#C/N=C\O.N
HOMO level = -9.811 eV
relative energy (zero: lowest compared OMol25 entry of this formula, charge and spin) = 45.1 kcal per mole
Kohn-Sham gap = 10.419 eV

These are the natural (NBO) partial charges, in e, on atoms 1 to 4: N -0.40; C 0.38; N -0.61; C 0.53

=====

# C42H80BClN2O19P3S7

7 unconnected molecules or ions with the total composition C42H80BClN2O19P3S7 (ωB97M-V/def2-TZVPD, the Open Molecules 2025 dataset).

Cartesian coordinates (Å):
1 C -2.12 -0.99 -2.92
2 C -0.80 -0.47 -3.71
3 O -0.93 -0.85 -5.11
4 P 0.06 0.15 -6.11
5 O -0.45 1.59 -5.90
6 C 1.88 -0.10 -5.65
7 C 2.89 0.57 -6.72
8 C 3.96 1.56 -6.01
9 N 3.24 2.78 -5.53
10 C 2.52 3.56 -6.34
11 C 1.80 4.86 -5.68
12 C 2.40 6.32 -6.01
13 C 1.95 7.47 -5.01
14 C 2.84 8.76 -4.88
15 C 2.44 9.92 -3.91
16 C 1.14 9.89 -3.03
17 C 0.25 8.61 -3.18
18 C 0.66 7.45 -4.13
19 B 0.34 4.80 -6.45
20 N 0.36 4.69 -7.97
21 O -0.93 4.81 -5.76
22 C 1.88 4.36 -4.16
23 C 3.20 3.41 -4.17
24 P 4.91 4.26 -4.02
25 O 5.44 4.69 -5.62
26 Cl 6.38 2.83 -3.40
27 P 2.99 2.35 -2.62
28 O 1.37 1.92 -2.27
29 O 3.89 0.90 -2.65
30 S 3.67 3.42 -1.12
31 O -0.12 -0.45 -7.70
32 C -0.36 0.60 -8.67
33 C 0.41 0.14 -10.03
34 H -1.87 -1.25 -1.82
35 H -2.93 -0.18 -2.86
36 H -2.60 -1.89 -3.43
37 H 0.08 -1.06 -3.28
38 H -0.74 0.65 -3.53
39 H 2.07 -1.24 -5.66
40 H 2.09 0.27 -4.59
41 H 3.48 -0.27 -7.23
42 H 2.33 1.11 -7.58
43 H 4.71 1.86 -6.83
44 H 4.51 0.98 -5.20
45 H 2.47 3.22 -7.44
46 H 3.55 6.31 -6.10
47 H 2.03 6.59 -7.07
48 H 3.81 8.88 -5.49
49 H 3.09 10.86 -3.79
50 H 0.86 10.75 -2.32
51 H -0.71 8.61 -2.55
52 H -0.04 6.53 -4.14
53 H 0.26 5.65 -8.34
54 H -0.51 4.16 -8.18
55 H -1.49 4.15 -6.24
56 H 2.15 5.17 -3.41
57 H 0.88 3.89 -3.87
58 H 6.13 5.38 -5.48
59 H 1.01 2.70 -1.78
60 H 4.51 0.98 -1.88
61 H 0.08 1.62 -8.40
62 H -1.47 0.62 -8.95
63 H 1.14 0.99 -10.33
64 H 1.07 -0.78 -9.79
65 H -0.30 -0.11 -10.88
66 C -5.92 -0.12 1.67
67 C -4.99 0.88 0.98
68 C -3.83 0.09 0.37
69 S -4.47 -1.54 0.01
70 O -3.80 -2.50 0.86
71 O -4.57 -1.71 -1.42
72 C -6.11 -1.26 0.67
73 H -6.87 0.33 1.94
74 H -5.45 -0.50 2.58
75 H -5.54 1.40 0.19
76 H -4.62 1.64 1.68
77 H -3.47 0.55 -0.55
78 H -3.01 -0.02 1.08
79 H -6.49 -2.17 1.13
80 H -6.75 -0.96 -0.15
81 C 1.08 1.19 3.22
82 C 1.20 2.67 2.87
83 C -0.13 3.10 2.24
84 S -1.38 2.02 2.93
85 O -1.92 1.20 1.87
86 O -2.23 2.79 3.81
87 C -0.27 1.03 3.91
88 H 1.90 0.86 3.87
89 H 1.11 0.59 2.31
90 H 1.38 3.25 3.78
91 H 2.04 2.86 2.19
92 H -0.37 4.14 2.47
93 H -0.12 2.96 1.15
94 H -0.62 0.00 3.94
95 H -0.25 1.45 4.92
96 C -0.60 -4.72 -8.69
97 C -0.04 -6.03 -8.14
98 C 1.45 -5.82 -7.88
99 S 1.65 -4.08 -7.53
100 O 2.44 -3.48 -8.59
101 O 1.98 -3.90 -6.13
102 C -0.05 -3.62 -7.78
103 H -1.70 -4.71 -8.70
104 H -0.25 -4.56 -9.71
105 H -0.55 -6.28 -7.20
106 H -0.21 -6.86 -8.83
107 H 1.79 -6.40 -7.02
108 H 2.05 -6.06 -8.76
109 H -0.11 -2.63 -8.22
110 H -0.55 -3.63 -6.81
111 C -1.68 -2.04 8.81
112 C -1.61 -0.54 9.13
113 C -0.23 -0.05 8.68
114 S 0.28 -1.12 7.34
115 O 1.43 -1.88 7.77
116 O 0.26 -0.37 6.10
117 C -1.15 -2.19 7.39
118 H -2.70 -2.42 8.90
119 H -1.05 -2.59 9.51
120 H -2.38 -0.01 8.57
121 H -1.77 -0.35 10.19
122 H -0.26 0.98 8.33
123 H 0.51 -0.14 9.48
124 H -0.86 -3.21 7.15
125 H -1.87 -1.81 6.66
126 C -0.28 -7.66 5.08
127 C -1.19 -6.67 4.36
128 C -2.51 -6.62 5.14
129 S -2.11 -7.03 6.83
130 O -2.74 -8.28 7.16
131 O -2.26 -5.85 7.65
132 C -0.37 -7.32 6.56
133 H 0.75 -7.60 4.72
134 H -0.63 -8.68 4.90
135 H -0.73 -5.68 4.36
136 H -1.36 -6.95 3.32
137 H -2.96 -5.62 5.10
138 H -3.22 -7.36 4.77
139 H -0.02 -8.12 7.21
140 H 0.16 -6.40 6.78
141 C 0.84 -3.55 13.61
142 C 0.81 -2.30 14.49
143 C 0.39 -1.12 13.61
144 S -0.62 -1.81 12.31
145 O 0.07 -1.63 11.05
146 O -1.99 -1.41 12.50
147 C -0.45 -3.52 12.80
148 H 0.93 -4.46 14.19
149 H 1.70 -3.50 12.93
150 H 0.08 -2.45 15.30
151 H 1.78 -2.12 14.96
152 H -0.19 -0.39 14.18
153 H 1.25 -0.64 13.15
154 H -0.43 -4.16 11.93
155 H -1.31 -3.77 13.43

Results
net charge = +1
HOMO level = -11.032 eV
Kohn-Sham gap = 7.091 eV

These are the Löwdin partial charges, in e, on atoms 1 to 4: C -0.08; C -0.28; O -0.25; P 0.73

=====

Number 1: F_max 6.30 eV/A, calculated total energy -781.3480 hartree. Number 2: F_max 0.16 eV/A, calculated total energy -3395.1921 hartree. Number 3: F_max 2.86 eV/A, calculated total energy -318.6787 hartree. Number 4: F_max 5.11 eV/A, calculated total energy -7483.5305 hartree.